No. 1
DFT (ωB97M-V/def2-TZVPD) results for a structure of composition C43H48N3O4PS3Sr at a distorted geometry.

Energy above the lowest of the compared OMol25 structures with the same formula, charge and spin = 2.1858 eV
DFT total energy = -100661.702 eV
M = 885.67 g/mol
E_HOMO = -0.2655 Eh
Gap between HOMO and LUMO = 7.190 eV

CARTESIAN COORDINATES (ANGSTROEM)
Sr: -1.223 -0.567 -0.311
S: 1.061 -2.548 -0.012
C: 0.181 -2.978 -1.355
N: -0.862 -2.392 -1.977
C: -1.144 -2.940 -3.163
C: -2.027 -2.407 -4.128
C: -2.394 -3.131 -5.241
C: -1.741 -4.393 -5.473
C: -0.810 -4.889 -4.615
C: -0.459 -4.093 -3.487
S: 0.755 -4.384 -2.307
H: -2.641 -1.471 -3.980
H: -3.076 -2.745 -5.953
H: -2.056 -5.028 -6.322
H: -0.274 -5.842 -4.804
C: -3.610 -2.764 -0.306
C: -3.922 -3.068 1.185
C: -5.262 -2.419 1.636
C: -2.819 -2.552 2.124
C: -3.073 -2.692 3.657
O: -3.085 -1.304 4.144
C: -2.726 -0.471 3.090
N: -2.649 -1.043 1.927
C: -2.870 0.915 3.461
C: -3.975 1.231 4.234
C: -4.193 2.470 4.714
C: -3.334 3.517 4.405
C: -2.250 3.204 3.564
C: -1.948 1.922 3.120
P: -0.362 1.646 2.184
C: 0.621 0.932 3.510
C: 0.662 1.506 4.779
C: 1.509 0.971 5.811
C: 2.378 -0.035 5.562
C: 2.300 -0.701 4.324
C: 1.545 -0.150 3.237
C: 0.388 3.261 1.812
C: 1.821 3.453 1.800
C: 2.413 4.664 1.429
C: 1.588 5.768 1.030
C: 0.197 5.574 0.954
C: -0.372 4.337 1.312
H: -4.451 -2.961 -1.019
H: -2.706 -3.292 -0.645
H: -3.434 -1.697 -0.393
H: -4.016 -4.122 1.330
H: -5.088 -1.371 1.523
H: -5.576 -2.419 2.673
H: -6.074 -2.703 0.997
H: -1.892 -3.020 1.768
H: -2.446 -3.395 4.137
H: -4.009 -3.121 3.841
H: -4.606 0.422 4.462
H: -5.010 2.620 5.398
H: -3.490 4.528 4.719
H: -1.536 3.984 3.381
H: 0.024 2.379 4.962
H: 1.435 1.466 6.772
H: 2.952 -0.421 6.454
H: 2.898 -1.595 4.173
H: 1.444 -0.702 2.301
H: 2.457 2.670 2.270
H: 3.468 4.788 1.448
H: 2.057 6.771 0.782
H: -0.493 6.372 0.648
H: -1.431 4.170 1.045
O: -3.694 1.031 -3.481
C: -2.814 1.076 -2.534
O: -2.923 0.387 -1.405
C: -1.597 1.822 -2.732
C: -1.593 2.774 -3.801
C: -0.492 3.513 -3.960
C: 0.615 3.367 -3.165
C: 0.682 2.231 -2.321
N: -0.431 1.475 -2.149
H: -2.528 2.752 -4.405
H: -0.583 4.351 -4.668
H: 1.427 4.115 -3.179
H: 1.598 1.979 -1.736
C: 5.119 -1.489 -3.172
C: 4.626 -0.092 -3.500
O: 3.196 -0.136 -3.805
C: 2.969 -0.472 -5.207
C: 1.437 -0.361 -5.496
H: 6.103 -1.536 -2.747
H: 5.079 -2.126 -4.049
H: 4.573 -1.974 -2.380
H: 5.116 0.237 -4.458
H: 4.779 0.570 -2.658
H: 3.204 -1.564 -5.332
H: 3.544 0.136 -5.911
H: 0.940 -0.079 -4.556
H: 1.073 -1.367 -5.751
H: 1.161 0.351 -6.232
C: 5.638 0.311 2.039
S: 5.980 -1.396 2.617
C: 4.725 -2.279 1.542
H: 6.048 0.972 2.849
H: 4.528 0.419 1.909
H: 6.200 0.558 1.132
H: 5.210 -2.602 0.562
H: 3.893 -1.585 1.321
H: 4.452 -3.082 2.222

No. 2
DFT (ωB97M-V/def2-TZVPD) results for the molecule CH5N3O2 at a distorted geometry.

Energy above the lowest of the compared OMol25 structures with the same formula, charge and spin = 3.1231 eV
DFT total energy = -9679.347 eV
M = 91.07 g/mol
E_HOMO = -0.3511 Eh
Gap between HOMO and LUMO = 10.198 eV

CARTESIAN COORDINATES (ANGSTROEM)
C: -0.608 0.247 -0.349
H: 1.988 -0.582 0.400
H: 0.488 -1.067 -1.556
H: -1.346 -0.047 -1.988
H: -1.340 1.077 1.294
H: 0.240 -0.639 1.581
N: 0.486 -0.624 -0.618
N: -1.507 0.551 -1.160
N: -0.442 0.948 0.832
O: 1.739 -0.086 -0.341
O: 0.303 0.221 1.905

No. 3
DFT (ωB97M-V/def2-TZVPD) results for a structure of composition C11H16MnN4OPS2 at a distorted geometry.

Energy above the lowest of the compared OMol25 structures with the same formula, charge and spin = 2.6213 eV
DFT total energy = -81945.773 eV
Charge = +1
M = 370.32 g/mol
Multiplicity = 2
E_HOMO (spin up / spin down) = -0.3818 / -0.3821 Eh
Gap between HOMO and LUMO (spin up / spin down) = 5.443 / 6.473 eV

CARTESIAN COORDINATES (ANGSTROEM)
Mn: -1.723 -0.070 0.061
N: -2.562 4.147 0.606
C: -2.200 2.834 0.656
S: -3.225 1.633 -0.015
N: -1.074 2.535 1.235
N: -0.849 1.181 1.195
C: 0.166 0.759 2.031
C: 0.354 -0.588 2.049
C: 1.297 -1.491 2.729
C: 1.098 -2.970 2.665
C: 0.025 -3.750 1.973
C: -0.962 -3.411 1.143
N: -1.255 -2.066 0.788
H: -3.456 4.421 0.245
H: -2.009 4.813 1.114
H: 0.689 1.498 2.627
H: 1.710 -1.120 3.658
H: 1.439 -3.478 3.558
H: 0.078 -4.812 2.183
H: -1.628 -4.143 0.716
S: 2.529 -2.374 1.700
C: -0.635 -1.084 1.202
C: 0.750 2.151 -2.045
P: 0.427 0.410 -2.199
C: 1.818 -0.451 -1.499
C: 0.351 0.004 -3.927
O: -0.899 0.030 -1.534
H: 1.731 2.397 -2.453
H: 0.713 2.439 -0.993
H: -0.015 2.711 -2.584
H: 2.712 -0.294 -2.101
H: 1.606 -1.521 -1.443
H: 2.003 -0.092 -0.485
H: 1.300 0.240 -4.410
H: -0.447 0.573 -4.404
H: 0.142 -1.060 -4.044